1.
Molecular formula: C54H55AsBrIN9O6PSn
Method: DFT, wB97M-V/def2-TZVPD

Computed properties:
largest force on an atom	0.2	eV Å⁻¹
highest occupied orbital energy	-11.5527	eV

```
! RIJCOSX wB97M-V def2-TZVPD def2/J DEFGRID3
* xyz 2 1
Sn -0.3329 1.0912 -0.4412
O 3.5237 -3.3728 0.1634
C 3.0605 -2.3902 -0.6114
O 2.1246 -2.5104 -1.3595
C 3.8666 -1.1318 -0.4558
C 5.2235 -1.2014 -0.1581
C 5.9361 -0.0199 -0.0978
C 5.2587 1.1738 -0.2838
C 3.8914 1.1379 -0.5317
N 3.2077 0.0026 -0.6507
C 3.0768 2.3978 -0.7091
O 3.6620 3.5528 -0.3927
O 1.9467 2.4052 -1.1303
H 2.9845 -4.1642 0.0113
H 5.6981 -2.1579 0.0060
H 6.9998 -0.0236 0.0968
H 5.8114 2.1037 -0.2590
H 4.4637 3.4238 0.1312
C -0.1891 1.2532 3.4917
C 0.3934 1.4629 4.8852
As -0.9093 0.8006 6.2236
C -2.1251 2.3194 5.9967
C -1.8573 3.5790 6.5295
C -2.7070 4.6449 6.2717
C -3.8298 4.4662 5.4727
C -4.1105 3.2152 4.9431
C -3.2622 2.1465 5.2117
C -0.0159 1.3872 7.8499
C 1.3092 1.8073 7.8909
C 1.8891 2.1847 9.0965
C 1.1489 2.1482 10.2674
C -0.1742 1.7272 10.2343
C -0.7496 1.3424 9.0338
P 0.6890 2.0859 2.1179
C 2.4440 1.7982 2.5171
C 3.3452 2.8107 2.8349
C 4.6568 2.4989 3.1768
C 5.0721 1.1762 3.2265
C 4.1762 0.1588 2.9193
C 2.8776 0.4705 2.5517
C 0.4069 3.8620 2.3392
C 1.0237 4.7539 1.4615
C 0.7586 6.1113 1.5403
C -0.1423 6.5913 2.4821
C -0.7776 5.7076 3.3408
C -0.5081 4.3478 3.2712
H -1.2288 1.5928 3.4244
H -0.2173 0.1886 3.2436
H 0.6044 2.5148 5.0861
H 1.3258 0.9061 4.9863
H -0.9849 3.7271 7.1560
H -2.4977 5.6155 6.7041
H -4.4961 5.2970 5.2796
H -4.9966 3.0691 4.3380
H -3.4968 1.1621 4.8178
H 1.9052 1.8513 6.9881
H 2.9212 2.5105 9.1177
H 1.6005 2.4440 11.2049
H -0.7566 1.6943 11.1456
H -1.7826 1.0120 9.0204
H 3.0199 3.8434 2.8420
H 5.3436 3.2929 3.4414
H 6.0856 0.9367 3.5218
H 4.4876 -0.8767 2.9767
H 2.1826 -0.3306 2.3160
H 1.7057 4.3930 0.7009
H 1.2505 6.7942 0.8598
H -0.3513 7.6513 2.5414
H -1.4881 6.0684 4.0726
H -1.0290 3.6841 3.9495
N -3.5735 -0.9011 2.1277
C -2.8737 0.1033 1.5785
O -1.7348 -0.1194 1.0708
C -3.4589 1.4122 1.5448
C -4.8349 1.6233 1.7602
N -5.9718 1.7789 1.8845
C -2.6207 2.3518 0.9597
N -1.7666 2.9394 0.4316
H -4.4490 -0.7302 2.5939
H -3.1882 -1.8308 2.1253
C -0.8032 -0.6782 -5.7193
C -1.1314 0.0683 -4.4019
N -0.3318 -0.4658 -3.3098
C -0.6655 -1.8659 -3.0810
C -0.4087 -2.6968 -4.3607
N 0.1825 -1.7625 -5.3805
C 1.4572 -1.1599 -4.8546
C 1.0866 -0.3178 -3.6102
H -0.3313 -0.0420 -6.4662
H -1.6699 -1.1620 -6.1663
H -2.1843 -0.0425 -4.1466
H -0.9204 1.1312 -4.5015
H -1.7130 -1.9349 -2.7859
H -0.0570 -2.2414 -2.2636
H -1.3160 -3.1120 -4.7969
H 0.3098 -3.5002 -4.2050
H 0.3933 -2.2890 -6.2255
H 1.8901 -0.5713 -5.6619
H 2.1246 -1.9879 -4.6201
H 1.2939 0.7389 -3.7808
H 1.6629 -0.6453 -2.7480
C -2.4347 4.7282 -2.6393
N -3.1420 3.4783 -2.3563
C -4.4657 3.4662 -2.0535
C -5.0892 2.3408 -1.6462
C -4.2900 1.1654 -1.5513
N -2.9901 1.1756 -1.8391
C -2.3966 2.3321 -2.1959
O -1.1535 2.3952 -2.3367
N -4.8316 0.0052 -1.1645
H -3.1682 5.4942 -2.8751
H -1.7660 4.5857 -3.4828
H -1.8485 5.0216 -1.7696
H -4.9809 4.4117 -2.1504
H -6.1364 2.3413 -1.3867
H -5.7670 -0.0180 -0.7947
H -4.2308 -0.7891 -1.0069
Br -4.2128 -3.5880 -1.6119
C -2.9535 -5.0025 -1.5350
C -3.2331 -6.1404 -2.2801
C -2.3512 -7.2080 -2.2675
C -1.1886 -7.1388 -1.5143
C -0.9106 -6.0019 -0.7736
C -1.7925 -4.9263 -0.7743
I -1.3137 -3.2408 0.3566
H -4.1442 -6.1861 -2.8601
H -2.5794 -8.0948 -2.8426
H -0.5013 -7.9736 -1.4927
H -0.0123 -5.9520 -0.1742
*
```

These are the Mulliken partial charges, in e, on atoms 1 to 99: atom 1 (Sn): 2.275, atom 2 (O): -0.501, atom 3 (C): 0.089, atom 4 (O): -0.381, atom 5 (C): 0.559, atom 6 (C): -0.679, atom 7 (C): -0.834, atom 8 (C): -1.076, atom 9 (C): 0.910, atom 10 (N): 0.475, atom 11 (C): 0.214, atom 12 (O): -0.539, atom 13 (O): -0.530, atom 14 (H): 0.367, atom 15 (H): 0.572, atom 16 (H): 0.505, atom 17 (H): 0.511, atom 18 (H): 0.310, atom 19 (C): -0.617, atom 20 (C): -1.274, atom 21 (As): 0.171, atom 22 (C): -0.369, atom 23 (C): 0.151, atom 24 (C): -0.903, atom 25 (C): -0.443, atom 26 (C): -0.588, atom 27 (C): -0.029, atom 28 (C): -0.137, atom 29 (C): 0.172, atom 30 (C): -0.753, atom 31 (C): -0.436, atom 32 (C): -0.655, atom 33 (C): -0.316, atom 34 (P): -0.188, atom 35 (C): 2.081, atom 36 (C): -0.747, atom 37 (C): -0.878, atom 38 (C): -0.748, atom 39 (C): -0.870, atom 40 (C): -0.980, atom 41 (C): 0.573, atom 42 (C): -0.130, atom 43 (C): -0.965, atom 44 (C): -0.918, atom 45 (C): -0.699, atom 46 (C): 0.167, atom 47 (H): -0.251, atom 48 (H): 0.690, atom 49 (H): 0.600, atom 50 (H): 0.884, atom 51 (H): 0.431, atom 52 (H): 0.447, atom 53 (H): 0.450, atom 54 (H): 0.444, atom 55 (H): 0.487, atom 56 (H): 0.382, atom 57 (H): 0.396, atom 58 (H): 0.390, atom 59 (H): 0.390, atom 60 (H): 0.365, atom 61 (H): 0.455, atom 62 (H): 0.505, atom 63 (H): 0.478, atom 64 (H): 0.510, atom 65 (H): 0.481, atom 66 (H): 0.126, atom 67 (H): 0.502, atom 68 (H): 0.428, atom 69 (H): 0.438, atom 70 (H): -0.085, atom 71 (N): -0.170, atom 72 (C): -0.059, atom 73 (O): 0.050, atom 74 (C): 1.913, atom 75 (C): -1.081, atom 76 (N): -0.603, atom 77 (C): -0.596, atom 78 (N): -0.563, atom 79 (H): 0.185, atom 80 (H): 0.099, atom 81 (C): -0.944, atom 82 (C): -1.061, atom 83 (N): 0.984, atom 84 (C): 0.539, atom 85 (C): -1.053, atom 86 (N): -0.029, atom 87 (C): -1.095, atom 88 (C): 0.486, atom 89 (H): 0.323, atom 90 (H): 0.356, atom 91 (H): 0.459, atom 92 (H): 0.527, atom 93 (H): 0.092, atom 94 (H): -0.208, atom 95 (H): 0.301, atom 96 (H): 0.347, atom 97 (H): 0.308, atom 98 (H): 0.341, atom 99 (H): 0.375

2.
Molecular formula: C7H14PSV
Method: DFT, wB97M-V/def2-TZVPD

Computed properties:
largest force on an atom	3.4	eV Å⁻¹
highest occupied orbital energy (alpha / beta)	-6.2768 / -6.1940	eV

```
! RIJCOSX wB97M-V def2-TZVPD def2/J DEFGRID3
* xyz 0 3
C -0.8888 0.8468 -1.2666
C -1.1950 1.9913 -2.0489
C -0.2287 3.0140 -1.7412
C 0.8609 2.3926 -1.1539
C 0.4993 1.0534 -0.7576
V -0.8771 -0.9062 1.2969
P 0.1305 -3.0004 0.6620
H -1.0545 -0.1980 -1.6819
H -2.2328 2.2060 -2.3909
H -0.3472 4.1182 -1.8907
H 1.1952 0.2233 -0.6882
H 1.8576 2.7856 -0.9215
H 1.4071 -3.2198 0.0143
H -0.7158 -3.9370 -0.1490
H 0.2198 -3.9583 1.8221
C -0.4003 2.4410 2.4322
S 0.1018 0.7216 2.5117
C 1.8231 0.9116 2.2335
H -1.3310 2.5757 1.9328
H 0.3575 3.0309 1.9414
H -0.4979 2.7976 3.4691
H 2.0811 1.9529 2.0871
H 2.3402 0.5499 3.1198
H 2.1227 0.3457 1.3712
*
```

Here is what Mulliken gives for the atomic charges, in e: atom 1 (C): -0.296, atom 2 (C): -0.874, atom 3 (C): -0.108, atom 4 (C): -1.167, atom 5 (C): 0.092, atom 6 (V): 0.325, atom 7 (P): -0.224, atom 8 (H): 0.092, atom 9 (H): 0.296, atom 10 (H): 0.332, atom 11 (H): 0.508, atom 12 (H): 0.400, atom 13 (H): 0.134, atom 14 (H): 0.113, atom 15 (H): 0.117, atom 16 (C): -0.848, atom 17 (S): 0.099, atom 18 (C): -0.741, atom 19 (H): 0.337, atom 20 (H): 0.251, atom 21 (H): 0.326, atom 22 (H): 0.283, atom 23 (H): 0.324, atom 24 (H): 0.230

3.
Molecular formula: C15H23O3P
Method: DFT, wB97M-V/def2-TZVPD

Computed properties:
largest force on an atom	1.7	eV Å⁻¹
SMILES	CCCCP(=O)(CCCC)c1ccccc1C(=O)O
highest occupied orbital energy	-9.5125	eV

```
! RIJCOSX wB97M-V def2-TZVPD def2/J DEFGRID3
* xyz 0 1
C 2.0748 2.3213 -3.3455
C 0.6544 1.7688 -3.3260
C 0.0914 1.6095 -1.9132
C 0.7929 0.5239 -1.1058
P 0.1533 0.5855 0.6204
O 0.5812 1.8344 1.2698
C 0.7343 -0.8829 1.5717
C 2.2342 -0.7400 1.7988
C 2.7797 -1.7333 2.8241
C 2.6829 -3.1811 2.3564
C -1.6879 0.5214 0.5818
C -2.2720 1.5770 1.2689
C -3.6462 1.7182 1.3473
C -4.4682 0.7950 0.7222
C -3.9071 -0.2597 0.0287
C -2.5224 -0.4100 -0.0463
C -1.9657 -1.5586 -0.7816
O -0.8076 -1.8990 -0.7644
O -2.8782 -2.2340 -1.4978
H 2.3938 2.5056 -4.3689
H 2.1232 3.2583 -2.7956
H 2.7744 1.6223 -2.8949
H 0.0040 2.4488 -3.8815
H 0.6319 0.8012 -3.8337
H 0.1814 2.5560 -1.3731
H -0.9745 1.3695 -1.9811
H 0.6824 -0.4556 -1.5614
H 1.8553 0.7557 -0.9975
H 0.2023 -0.8416 2.5280
H 0.4873 -1.8069 1.0601
H 2.7578 -0.8769 0.8494
H 2.4304 0.2780 2.1451
H 2.2349 -1.6171 3.7639
H 3.8275 -1.4922 3.0181
H 3.1923 -3.3070 1.4034
H 1.6459 -3.4828 2.2343
H 3.1463 -3.8451 3.0829
H -1.6163 2.2943 1.7402
H -4.0737 2.5473 1.8915
H -5.5420 0.8957 0.7732
H -4.5369 -0.9852 -0.4624
H -2.4517 -2.9789 -1.9497
*
```

Here is what Mulliken gives for the atomic charges, in e: atom 1 (C): -1.174, atom 2 (C): -0.569, atom 3 (C): -0.740, atom 4 (C): -0.647, atom 5 (P): 1.263, atom 6 (O): -0.861, atom 7 (C): -0.582, atom 8 (C): -0.684, atom 9 (C): -0.559, atom 10 (C): -1.146, atom 11 (C): 0.136, atom 12 (C): -0.921, atom 13 (C): -0.562, atom 14 (C): -0.543, atom 15 (C): -0.752, atom 16 (C): 0.360, atom 17 (C): 0.606, atom 18 (O): -0.570, atom 19 (O): -0.510, atom 20 (H): 0.384, atom 21 (H): 0.294, atom 22 (H): 0.290, atom 23 (H): 0.348, atom 24 (H): 0.304, atom 25 (H): 0.332, atom 26 (H): 0.286, atom 27 (H): 0.485, atom 28 (H): 0.470, atom 29 (H): 0.374, atom 30 (H): 0.429, atom 31 (H): 0.237, atom 32 (H): 0.398, atom 33 (H): 0.322, atom 34 (H): 0.345, atom 35 (H): 0.293, atom 36 (H): 0.295, atom 37 (H): 0.375, atom 38 (H): 0.526, atom 39 (H): 0.415, atom 40 (H): 0.409, atom 41 (H): 0.482, atom 42 (H): 0.360

> Number 2 is which compound?

C7H14PSV

> What is the formula in the first record?

C54H55AsBrIN9O6PSn

> Which formula does entry 1 have?

C54H55AsBrIN9O6PSn

> Which of these has the lowest largest force on an atom?

C54H55AsBrIN9O6PSn